Entry 1:
This record from the OMol25 dataset describes an isolated molecule of CH4N2S at a distorted geometry. The level of theory is wB97M-V/def2-TZVPD.

Results
maximum force = 5.527 eV Å⁻¹
orbital gap = 9.015 eV
energy relative to the best compared isomer or geometry (same formula, charge and spin) = 112.8 kJ/mol
molar mass = 76.1 u
SMILES = NC(N)=S

Element x y z (Å)
C: 0.28134 -0.03591 -0.07627
H: 0.51743 -1.97903 0.32443
H: 1.81957 -1.03663 0.75457
H: 1.90782 1.27387 -0.55054
H: 0.31871 1.97929 0.33660
N: 1.06254 -1.16255 -0.11631
N: 0.95587 1.21059 0.05857
S: -1.27378 -0.02239 -0.00020

Per-atom Löwdin charges, elementary charge units: atom 1 (C): -1.153, atom 2 (H): 0.101, atom 3 (H): 0.168, atom 4 (H): 0.161, atom 5 (H): 0.072, atom 6 (N): -0.012, atom 7 (N): -0.018, atom 8 (S): 0.683

=====

Entry 2:
This record from the OMol25 dataset describes a structure of composition CH4N2S at a distorted geometry. The level of theory is wB97M-V/def2-TZVPD.

Results
maximum force = 7.259 eV Å⁻¹
orbital gap = 8.361 eV
energy relative to the best compared isomer or geometry (same formula, charge and spin) = 325.1 kJ/mol
molar mass = 76.1 u

Element x y z (Å)
C: 0.12258 0.47858 -1.03192
N: 0.56001 -0.18811 1.21282
N: 0.05323 -0.32916 -0.02898
S: -0.75367 0.16038 -2.41042
H: 0.81376 1.33547 -1.00291
H: 0.22768 -1.11763 1.71930
H: 0.07029 0.67020 1.57947
H: -1.09390 -1.00973 -0.03736

Per-atom Löwdin charges, elementary charge units: atom 1 (C): -0.778, atom 2 (N): -0.032, atom 3 (N): -0.278, atom 4 (S): 0.498, atom 5 (H): 0.078, atom 6 (H): 0.147, atom 7 (H): 0.104, atom 8 (H): 0.263